Here is an isolated molecule of C7H10F2N2O3 in a non-equilibrium geometry from OMol25. Energies are from ωB97M-V with the def2-TZVPD basis set.

## Properties
frontier orbital gap (alpha / beta)	5.210 / 6.799	eV
2S+1	3
charge	0
E	-21972.549	eV
HOMO energy (alpha / beta)	-4.74 / -9.16	eV

```
24
Properties=species:S:1:pos:R:3:forces:R:3
C 1.566660 -0.387431 -0.005344 -5.792 -2.346 -1.568
C -0.466889 1.110662 0.224339 -2.080 -3.223 0.721
C 2.946681 -0.430338 0.116047 3.410 -0.942 0.835
C -1.149677 -1.220886 -0.170161 -1.931 3.524 -4.703
C -1.408292 -1.058759 -1.677314 2.429 1.280 1.107
C 1.487312 2.086861 -0.601049 0.073 0.753 1.107
C -1.907679 0.020733 1.809677 0.407 -1.357 1.022
N 0.827812 0.819716 -0.193313 2.446 1.930 -0.570
N -1.202894 -0.067199 0.602738 1.193 1.935 -1.153
O 0.818597 -1.482319 -0.114813 6.406 2.597 1.214
O -0.930027 2.227868 0.238688 0.075 -0.199 0.349
O -1.672766 -2.343537 0.201420 -0.285 -2.920 2.942
F 3.780400 0.612714 0.260549 -1.124 -1.256 -0.291
F 3.665896 -1.583262 0.232909 -1.782 2.074 -0.331
H -1.162420 -0.107546 -2.119910 -0.299 1.231 0.623
H -2.395186 -1.250530 -1.907868 -2.208 -0.734 -0.631
H -0.724129 -1.574329 -2.318106 0.300 -1.620 -0.037
H 1.758359 2.219737 -1.598839 -0.065 -0.644 -2.087
H 1.002894 3.034234 -0.333116 -0.856 -0.986 0.036
H 2.386758 2.250160 -0.102249 1.667 -0.339 1.085
H -1.282618 -0.267214 2.612308 1.430 0.305 1.340
H -2.284058 0.966558 2.022205 -1.060 1.489 0.066
H -2.551193 -0.801009 1.935274 -1.930 -0.580 -0.602
H -1.103538 -2.774893 0.885934 -0.424 0.026 -0.474
```
Positions in Å, forces in eV/Å.

Just the Löwdin charges please, in e? Sure, here they are: C -0.203; C -0.439; C -0.148; C -0.515; C 0.007; C -0.013; C -0.036; N 0.061; N -0.021; O 0.055; O 0.092; O 0.072; F 0.137; F 0.138; H 0.070; H 0.053; H 0.070; H 0.078; H 0.105; H 0.056; H 0.080; H 0.081; H 0.082; H 0.137


Here is a structure of composition C4H5NO from OMol25. Energies are from ωB97M-V with the def2-TZVPD basis set.

## Properties
frontier orbital gap	9.076	eV
charge	0
relative energy (zero: lowest compared OMol25 entry of this formula, charge and spin)	86.7	kcal per mole
E	-7762.765	eV
HOMO energy	-8.28	eV

```
11
Properties=species:S:1:pos:R:3:forces:R:3
O -0.357385 -1.531707 -1.120627 0.044 -0.100 -0.129
C -0.292956 -0.342095 -0.449487 0.015 -0.089 0.182
C 0.780674 0.724383 -0.673957 -0.093 0.292 0.263
C 0.882629 0.917293 0.649687 0.133 0.208 -0.130
C -0.234313 -0.021901 1.008018 0.306 -0.613 -0.001
N -1.458072 0.263066 0.121654 -0.162 0.162 -0.015
H 0.527771 -1.691098 -1.475901 -0.217 -0.137 0.075
H 1.074008 1.303291 -1.543790 0.153 -0.242 0.100
H 1.541298 1.508103 1.268948 -0.235 0.394 -0.034
H -0.374055 -0.600234 1.913355 0.068 -0.164 -0.325
H -2.089599 -0.529102 0.302100 -0.013 0.290 0.013
```
Positions in Å, forces in eV/Å.

Just the Löwdin charges please, in e? Sure, here they are: O 0.063; C -0.561; C 0.020; C -0.022; C -0.165; N 0.128; H 0.111; H 0.098; H 0.094; H 0.130; H 0.103


Here is an isolated molecule of H4OP2 in a non-equilibrium geometry from OMol25. Energies are from ωB97M-V with the def2-TZVPD basis set.

## Properties
frontier orbital gap	7.913	eV
charge	0
relative energy (zero: lowest compared OMol25 entry of this formula, charge and spin)	24.7	kcal per mole
E	-20687.788	eV
HOMO energy	-8.11	eV

```
7
Properties=species:S:1:pos:R:3:forces:R:3
O -0.802087 1.220147 -0.064176 -3.599 -1.188 -0.555
P 0.401283 0.152197 -0.162632 1.022 3.708 1.317
P -0.500912 -1.466420 0.666925 0.287 -1.205 -0.120
H -1.663123 0.681238 -0.248650 1.847 1.585 0.461
H 0.832396 0.714711 -1.414501 0.515 -1.444 0.021
H 1.182603 1.119599 0.704865 0.057 -1.671 -0.988
H 0.549842 -2.421470 0.518169 -0.129 0.214 -0.136
```
Positions in Å, forces in eV/Å.

Just the Löwdin charges please, in e? Sure, here they are: O -0.483; P 0.288; P 0.376; H 0.065; H -0.017; H 0.008; H -0.237


Here is a structure of composition C30H42CrN2O2P2 in a non-equilibrium geometry from OMol25. Energies are from ωB97M-V with the def2-TZVPD basis set.

## Properties
frontier orbital gap (alpha / beta)	7.148 / 8.379	eV
2S+1	5
charge	0
relative energy (zero: lowest compared OMol25 entry of this formula, charge and spin)	0.0	kcal per mole
E	-85861.551	eV
HOMO energy (alpha / beta)	-7.23 / -7.99	eV

```
79
Properties=species:S:1:pos:R:3:forces:R:3
P 0.486369 -1.953551 -2.972580 0.042 -0.731 -0.855
P 2.069793 1.496679 -2.556617 -1.555 1.651 -1.942
C 0.885524 -0.628972 -4.208912 -0.410 -0.358 -0.442
C 2.098076 0.286224 -3.972832 0.749 0.418 -0.340
H -0.082130 -0.090278 -4.229480 0.631 -0.043 -0.226
H 0.956728 -1.123154 -5.187211 0.322 0.339 0.005
H 3.011553 -0.308738 -3.888043 -0.028 -0.065 0.008
H 2.266352 0.939632 -4.829436 -0.119 -0.148 -0.428
C 0.391437 2.185990 -2.998411 0.051 1.014 -0.283
H -0.126971 2.858720 -2.285460 0.871 -0.221 -0.120
H -0.319914 1.367577 -3.128691 0.537 0.067 -0.025
H 0.494324 2.722176 -3.969372 -0.221 -0.272 0.479
C 3.259302 2.902606 -2.653101 -0.662 -0.702 -0.719
H 3.134678 3.326242 -3.647191 0.199 0.452 0.013
H 4.309510 2.657820 -2.469341 -0.354 -0.184 0.053
H 2.866122 3.547541 -1.866268 0.190 0.189 -0.045
C -0.166065 -3.327543 -4.109215 -0.142 0.039 -0.389
H -0.018151 -4.305603 -3.611495 -0.072 0.606 -0.011
H 0.461637 -3.342962 -5.015842 -0.088 0.010 0.233
H -1.216842 -3.301784 -4.431746 0.517 0.354 0.197
C 1.987671 -2.910381 -2.631833 0.286 -0.148 -0.312
H 2.836780 -2.233362 -2.678390 0.307 -0.339 0.182
H 2.065273 -3.727644 -3.360545 0.437 0.252 0.242
H 1.869499 -3.316470 -1.619840 0.338 0.086 -0.265
Cr 1.960951 0.166079 -0.829204 0.009 -2.462 3.727
C -2.800728 0.342433 -2.392591 0.899 1.379 0.633
C -3.853160 0.246776 -3.195689 -0.379 -0.490 -0.609
C -4.783539 -0.924400 -3.323275 -0.317 -0.263 1.400
C -4.406882 -2.155719 -2.436487 -1.181 2.051 -0.523
C -3.067522 -2.683755 -2.742078 0.331 -0.693 0.496
C -2.065553 -2.659903 -1.856939 0.524 0.895 0.746
C -1.697194 -1.504044 -0.920404 -0.703 -0.518 1.246
C -2.590516 -0.258469 -0.978974 -0.020 0.024 -0.313
C 3.185787 -1.388489 -0.114209 -0.542 0.029 0.373
H -2.053470 1.129425 -2.705532 -1.147 -0.572 0.843
H -4.110930 1.057538 -3.886015 0.751 -0.323 -0.259
H -4.766287 -1.300292 -4.342714 -0.068 0.321 -0.389
H -5.797982 -0.573185 -3.100198 -0.110 -0.287 -0.152
H -4.489692 -1.897414 -1.374302 -0.010 -0.189 -0.357
H -5.179144 -2.916706 -2.629632 0.421 -0.023 0.055
H -2.936092 -3.221384 -3.674354 -0.480 -0.856 0.335
H -1.450857 -3.545950 -1.721361 0.780 0.359 -0.849
H -0.650587 -1.144619 -1.080309 -1.139 -0.750 -0.032
H -1.659629 -1.927318 0.093935 -0.133 0.421 0.122
H -3.571327 -0.446500 -0.497062 0.574 0.258 -0.361
H -2.092627 0.539078 -0.374187 -0.383 -0.549 -0.408
H 3.811910 -0.943990 0.679310 -0.156 -0.333 -0.174
H 3.812598 -1.944094 -0.828133 -0.061 0.292 0.243
H 2.461342 -2.105085 0.343109 0.580 0.357 -0.080
O 1.941391 3.233549 0.567120 -0.295 -0.104 0.488
C 1.465994 2.373590 1.289499 -0.645 -1.644 0.423
N 0.801323 2.492769 2.508232 0.336 2.114 -0.223
C 0.647775 1.226509 3.179974 -0.052 -0.355 0.804
C 0.792267 0.292158 1.989714 -0.132 -0.844 -0.880
O 0.362681 -0.860973 1.914200 0.746 1.228 0.267
N 1.406923 0.997098 0.992169 0.354 -0.193 -0.929
C 1.752665 1.067468 4.232191 -0.075 -0.160 0.094
C 2.442073 -0.130831 4.444187 0.158 0.279 0.402
C 3.355111 -0.214905 5.518263 -0.237 0.189 -0.190
C 3.564286 0.884062 6.363082 -0.129 0.039 -0.186
C 2.861127 2.078598 6.137449 -0.203 -0.154 -0.311
C 1.951635 2.165557 5.079420 0.435 -0.346 0.426
C -0.717527 1.081959 3.846310 -0.275 -0.091 0.014
C -0.882654 0.479370 5.103814 -0.204 0.461 -0.102
C -2.098292 0.634970 5.787148 0.239 -0.140 -0.478
C -3.174765 1.274634 5.163442 0.277 0.070 -0.034
C -3.047456 1.737843 3.846370 0.329 -0.213 0.068
C -1.818161 1.622200 3.179297 -0.503 0.157 0.484
H 0.843780 3.375669 3.037243 0.075 -0.876 -0.626
H 2.232286 -0.999197 3.804066 0.182 0.426 0.293
H 3.891017 -1.153821 5.694120 -0.201 0.398 -0.060
H 4.263873 0.817672 7.206276 -0.312 -0.022 -0.440
H 2.986904 2.954104 6.777670 0.092 -0.374 -0.071
H 1.362179 3.082360 4.957456 0.314 -0.408 0.065
H -0.050199 -0.071991 5.555112 -0.356 0.436 -0.047
H -2.172557 0.268819 6.812227 -0.132 0.018 -0.332
H -4.102895 1.420866 5.717583 0.206 -0.041 -0.226
H -3.890727 2.222205 3.352579 0.196 -0.198 0.108
H -1.699476 1.986895 2.152954 -0.054 0.006 0.478
```
Positions in Å, forces in eV/Å.

Just the Löwdin charges please, in e? Sure, here they are: P 0.924; P 0.775; C -0.405; C -0.387; H 0.057; H 0.076; H 0.073; H 0.079; C -0.239; H 0.065; H -0.019; H 0.065; C -0.219; H 0.040; H 0.054; H 0.034; C -0.259; H 0.052; H 0.040; H 0.014; C -0.295; H 0.011; H 0.038; H 0.044; Cr 0.526; C -0.095; C -0.127; C -0.188; C -0.194; C -0.137; C -0.166; C -0.249; C -0.170; C -0.257; H 0.079; H 0.102; H 0.106; H 0.108; H 0.103; H 0.119; H 0.087; H 0.097; H 0.013; H 0.111; H 0.107; H 0.109; H -0.022; H -0.034; H -0.013; O 0.032; C -0.520; N 0.133; C -0.304; C -0.444; O 0.055; N 0.039; C -0.159; C -0.013; C -0.071; C -0.091; C -0.075; C -0.034; C -0.138; C -0.009; C -0.076; C -0.097; C -0.077; C -0.024; H 0.155; H 0.123; H 0.104; H 0.102; H 0.103; H 0.117; H 0.120; H 0.102; H 0.099; H 0.100; H 0.117


- Look up the E of the first one.
  -21972.549 eV